40
Properties=species:S:1:pos:R:3:forces:R:3 method="wB97M-V/def2-TZVPD" de_lowest_kj_mol=403.32 gap_ev=9.19 homo_energy_ev=-9.36 e_tot_ha=-845.977341
C -1.14045 2.45419 0.42174 1.5 1.9 -4.6
C -1.96242 1.36696 -0.25324 -1.0 -0.7 1.6
C -3.20594 1.51765 -0.74129 1.3 0.1 0.4
C -1.30622 0.00770 -0.18702 1.0 0.3 -2.0
C -1.14060 -0.76223 1.09135 -1.7 -1.2 -0.1
C -2.09160 -1.71612 1.34690 0.8 2.5 0.1
H -0.90547 2.32581 1.43009 -0.5 -0.2 1.8
H -1.51810 3.49172 0.10255 0.3 -1.4 1.1
H -0.04409 2.45974 0.01130 -1.8 -0.2 0.2
H -3.55414 2.45833 -1.05834 -0.5 1.4 0.2
H -3.93161 0.74742 -0.88782 0.3 -0.9 -0.5
H -1.58219 -0.61774 -1.02339 -1.8 -0.8 0.3
H -0.45632 0.25549 -0.83699 1.5 0.1 1.3
H -0.36039 -0.50221 1.79611 0.0 -0.1 0.1
H -2.88876 -1.75650 0.59176 0.3 -0.5 0.5
H -2.26943 -2.11699 2.35150 0.4 -0.3 -0.6
H 0.48095 0.05072 -3.85994 0.3 -1.0 0.1
H 0.62049 -1.51121 -3.64185 0.2 0.2 0.6
O 0.41762 -0.82970 -4.27417 -0.6 0.7 -1.0
H 1.70070 4.03858 -0.50842 0.5 -0.3 1.4
H 2.99587 3.14821 0.24038 -0.9 0.9 0.8
O 2.49726 3.49786 -0.49181 0.5 -0.5 -2.2
H 2.32455 -0.81365 -2.11509 -1.2 0.2 -0.3
H 2.69074 0.53563 -1.80653 -1.8 0.1 -0.8
O 1.88932 0.07260 -2.20576 3.1 -0.2 1.5
H 2.54948 -1.25870 2.19134 -0.2 0.9 0.3
H 1.81448 -2.65959 2.08898 -0.2 0.2 0.4
O 2.56571 -2.12898 1.82038 0.2 -1.3 -0.7
H 3.06217 1.07517 1.23790 -0.6 0.1 -1.1
H 3.59941 0.95100 2.57974 0.1 -1.2 -0.8
O 3.46441 0.39432 1.76287 0.4 1.3 2.0
H -0.96507 -3.59464 -2.28198 -0.5 -0.1 -0.3
H -2.43891 -3.13828 -1.89930 0.6 -0.2 -0.3
O -1.50812 -3.14685 -1.63006 -0.1 0.3 0.5
H 1.15719 -3.00943 -0.99957 0.4 0.1 0.3
H 2.13337 -2.44587 0.06126 0.2 0.1 0.3
O 2.09947 -2.90804 -0.78687 -0.5 -0.1 -0.8
H -1.48163 2.02548 3.21657 0.9 0.4 1.1
H -1.98379 0.76107 3.30683 0.7 -0.7 1.2
O -1.32792 1.28109 3.83988 -1.6 0.2 -2.2